{
  "formula": "C46H58NO5P",
  "method": "ωB97M-V/def2-TZVPD",
  "elements": ["P", "O", "O", "O", "O", "O", "N", "C", "C", "C", "C", "C", "C", "C", "C", "C", "C", "C", "C", "C", "C", "C", "C", "C", "C", "C", "C", "C", "C", "C", "C", "C", "C", "C", "C", "C", "C", "C", "C", "C", "C", "C", "C", "C", "C", "C", "C", "C", "C", "C", "C", "C", "C", "H", "H", "H", "H", "H", "H", "H", "H", "H", "H", "H", "H", "H", "H", "H", "H", "H", "H", "H", "H", "H", "H", "H", "H", "H", "H", "H", "H", "H", "H", "H", "H", "H", "H", "H", "H", "H", "H", "H", "H", "H", "H", "H", "H", "H", "H", "H", "H", "H", "H", "H", "H", "H", "H", "H", "H", "H", "H"],
  "xyz": [[-2.30656, 4.97040, 0.22194], [-0.76978, 2.43340, -1.14025], [-2.66465, 3.61740, 1.00802], [0.23600, 4.32118, -1.87001], [-0.93497, 5.46887, 0.89006], [-1.91495, 4.30993, -1.19435], [-3.39964, 6.03122, 0.11981], [-4.44632, -7.45935, 6.60061], [1.48225, -3.19627, -5.54355], [-4.67475, 11.59751, -1.39802], [4.23870, -1.14321, -0.98057], [6.23147, -2.69025, 0.17502], [-0.70089, 3.72566, -1.44137], [0.96085, 1.64144, 1.51046], [0.43012, 0.90883, 0.27997], [6.53840, -1.83269, -0.87340], [3.83682, 2.77950, -0.30778], [-2.70166, -5.40016, 0.67029], [2.49628, 1.72462, 1.59910], [3.13398, 3.00889, 1.03526], [-3.54335, -7.78891, 5.59866], [0.05210, -3.18092, -0.10609], [0.98860, -5.35874, -0.50567], [-3.12796, -5.47982, -0.64907], [-5.35857, -4.89730, 0.03362], [3.93274, -1.99380, 0.07150], [2.59933, -3.01331, -3.42071], [0.20265, -4.29335, -0.92210], [4.88265, 5.13469, -0.43670], [-6.19788, -7.28386, 4.96295], [4.92892, -2.76997, 0.64795], [-3.96857, -7.86910, 4.27988], [1.47560, -4.19876, 1.54491], [-5.70260, 11.45534, -0.47572], [1.42884, -3.13070, -4.15760], [-3.60610, -5.07380, 1.67093], [-5.19897, 9.11163, -0.27514], [-5.96334, 10.21312, 0.08622], [0.69136, -3.13266, 1.12399], [-4.93438, -4.82275, 1.35286], [3.87938, -3.03201, -5.45446], [4.52612, 6.55014, -0.89607], [-4.17002, 9.25473, -1.19531], [0.48927, 1.74137, -0.99433], [-4.45497, -5.22798, -0.96786], [4.06340, 4.04320, -1.13646], [1.62378, -5.31224, 0.72917], [5.54162, -1.05925, -1.45239], [3.82670, -2.96618, -4.06874], [-5.77361, -7.20746, 6.28282], [-5.29579, -7.61571, 3.96176], [-3.90757, 10.49756, -1.75605], [2.70827, -3.14525, -6.19185], [-7.23254, -7.08419, 4.71465], [-3.26603, -8.12727, 3.49757], [3.09148, 4.44829, -1.43961], [-3.57816, 8.39207, -1.47442], [0.47253, -3.16907, -3.65057], [-6.76446, 10.10274, 0.80614], [2.91706, -2.06092, 0.43946], [4.74946, 5.07638, 0.64567], [3.86229, 3.38748, 1.75251], [-4.11525, -7.39919, 7.62949], [2.38255, 3.79828, 0.91090], [3.45940, -0.54495, -1.43780], [0.97504, -0.02356, 0.11200], [-0.56883, -2.35406, -0.42851], [-5.62486, -7.67373, 2.93205], [-2.72273, 3.78620, 1.95566], [-1.66438, -5.59006, 0.91743], [7.00829, -3.29688, 0.62259], [2.55474, -2.96091, -2.34004], [-6.30064, 12.31316, -0.19529], [0.64024, 1.11665, -1.87548], [0.57793, -2.26223, 1.75946], [-2.50754, -7.98339, 5.84630], [-5.63859, -4.57084, 2.13582], [-5.39964, 8.13884, 0.15603], [4.79487, 2.27790, -0.13648], [-3.27714, -5.01727, 2.70096], [1.29032, 2.47565, -0.97396], [-6.47794, -6.95152, 7.06399], [0.52421, 2.64815, 1.53907], [-4.78612, -5.28881, -1.99681], [4.57819, 3.75700, -2.05787], [3.23879, 2.08706, -0.90590], [2.77378, 1.61939, 2.64889], [-2.42403, -5.73875, -1.42982], [4.68688, -3.43819, 1.46490], [4.97839, 6.78455, -1.86047], [5.77810, -0.39338, -2.27294], [4.83528, -2.99458, -5.96148], [2.93330, 0.85849, 1.09248], [1.10290, -6.22799, -1.14057], [0.56913, -3.28699, -6.11799], [-0.29702, -4.33198, -1.88159], [2.23408, -6.14484, 1.05487], [4.73841, -2.87831, -3.49209], [1.97378, -4.15925, 2.50558], [-0.62109, 0.65321, 0.43283], [2.75139, -3.19392, -7.27239], [7.55455, -1.76979, -1.24131], [4.87815, 7.29165, -0.17809], [-3.07003, 6.92462, 0.47103], [3.44402, 6.66201, -0.98355], [-0.27799, 4.77672, 1.03600], [-6.39328, -4.69851, -0.21495], [5.94479, 4.95682, -0.62466], [-3.10404, 10.60842, -2.47314], [0.58187, 1.14295, 2.40522], [-4.47226, 12.56583, -1.83788]],
  "orbital_gap_ev": 9.35,
  "homo_ev": -9.067
}

{
  "formula": "C46H58O4SW",
  "method": "ωB97M-V/def2-TZVPD",
  "elements": ["W", "S", "O", "O", "O", "O", "C", "C", "C", "C", "C", "C", "C", "C", "C", "C", "C", "C", "C", "C", "C", "C", "C", "C", "C", "C", "C", "C", "C", "C", "C", "C", "C", "C", "C", "C", "C", "C", "C", "C", "C", "C", "C", "C", "C", "C", "C", "C", "C", "C", "C", "C", "H", "H", "H", "H", "H", "H", "H", "H", "H", "H", "H", "H", "H", "H", "H", "H", "H", "H", "H", "H", "H", "H", "H", "H", "H", "H", "H", "H", "H", "H", "H", "H", "H", "H", "H", "H", "H", "H", "H", "H", "H", "H", "H", "H", "H", "H", "H", "H", "H", "H", "H", "H", "H", "H", "H", "H", "H", "H"],
  "xyz": [[-0.90357, -1.85775, -0.97880], [-1.67917, -3.78249, -1.39119], [0.35293, -1.32378, 0.30047], [-2.33712, -1.71959, 0.54664], [-1.72315, -0.38972, -1.66386], [0.11891, -1.90388, -2.77397], [-2.58940, 0.59546, 1.21198], [-0.09913, 3.59415, 3.05792], [3.97779, 1.94070, -1.11518], [-2.16517, 1.61804, 2.05284], [3.31099, -6.72371, 1.97801], [-3.51406, -2.55150, 0.79733], [-2.90990, 1.59614, -1.07579], [-3.55941, 0.87013, 0.07864], [1.12877, -0.90776, -2.55967], [0.55592, -4.41640, 2.21347], [2.96272, 0.94129, -1.65617], [-2.08634, -0.66112, 1.47706], [5.37983, 1.55069, -1.60735], [2.19691, -1.36081, -1.77895], [1.88876, 1.32037, -2.45010], [-1.20791, -0.95875, 2.50830], [0.12996, 2.15323, 5.07409], [-3.43169, 5.18097, -4.12096], [-1.60627, 5.92117, -2.56382], [-1.62147, 2.94984, -3.12542], [-3.93749, 5.67131, -1.73388], [1.66843, -3.31492, -0.10998], [-0.82327, 2.58070, 3.95798], [1.42419, -5.18960, 1.43453], [3.67951, 3.36997, -1.56869], [-2.57704, 3.63086, -2.36927], [-3.19787, 2.93026, -1.34178], [-1.27208, 1.40216, 3.09847], [0.93147, 0.41616, -2.91099], [2.32708, -2.81813, -1.39762], [-2.89197, 5.08978, -2.68569], [-1.29706, 1.62175, -2.90215], [-0.75704, -2.37789, 2.79541], [0.21006, -3.12060, 1.87705], [-1.98148, 0.96601, -1.88603], [-2.05431, 3.24337, 4.59427], [1.34111, -7.54849, 0.65253], [0.76461, -2.60651, 0.69793], [-0.81840, 0.09821, 3.31670], [-0.22727, 0.94478, -3.73258], [1.96717, -4.61095, 0.29097], [1.11246, -7.08529, 3.08895], [3.09942, -0.41790, -1.34012], [1.78835, -6.62492, 1.79709], [-0.30718, -2.31124, -4.10935], [3.93460, 1.89428, 0.42076], [4.65237, 2.60693, 0.82808], [-3.18720, -3.58401, 0.89449], [-2.70391, 4.82962, -4.85371], [5.42805, 1.55618, -2.69742], [3.93347, -0.74697, -0.73259], [-4.02302, -0.05259, -0.27301], [-0.30899, -2.38029, 3.79039], [0.23685, 4.44315, 3.65433], [-4.20207, -2.44037, -0.03658], [-1.23196, -1.80323, -4.36578], [-0.75093, 3.97671, 2.27078], [1.40503, -6.47254, 3.94372], [-1.19546, 5.85871, -1.55403], [-3.93229, 3.42193, -0.71824], [-0.33918, 1.44487, 5.75949], [1.75964, 2.36006, -2.72010], [2.94166, 2.16062, 0.78974], [0.18383, 1.69844, -4.40416], [-1.82347, 6.96819, -2.77755], [3.58147, -7.74773, 2.23637], [0.49652, -2.06056, -4.79573], [0.41490, 3.02956, 5.65576], [-0.46493, -3.38626, -4.06780], [4.43054, 4.04095, -1.15285], [-1.10274, 3.47126, -3.92076], [0.26525, -7.46973, 0.48383], [-0.83918, 5.59454, -3.26732], [-4.34232, 4.59029, -4.23347], [3.39078, -3.04431, -1.31333], [2.65254, -5.18452, -0.32147], [-0.14315, -0.10826, 4.13583], [4.19195, 0.90718, 0.80737], [6.11113, 2.26738, -1.23279], [-1.73920, 4.07639, 5.22342], [-3.66787, 6.21833, -4.36051], [3.65361, -6.06996, 2.78177], [2.70345, 3.71250, -1.21792], [-1.64431, -3.01189, 2.88687], [1.04681, 1.71014, 4.67947], [-4.89057, 5.14382, -1.80544], [-2.60098, 2.53494, 5.21872], [-0.66255, 0.18418, -4.37773], [1.41723, -8.10895, 3.30372], [-2.54830, 2.61550, 1.87203], [3.72034, 3.46757, -2.65517], [5.67862, 0.56214, -1.25673], [1.85418, -7.31806, -0.28212], [0.77625, 3.14035, 2.58789], [1.56893, -8.58359, 0.90771], [1.95833, -3.44557, -2.21219], [-4.12051, 6.71279, -1.99711], [3.85106, -6.46042, 1.06793], [0.02368, -7.08070, 3.00485], [0.12978, -4.83867, 3.11406], [-3.96505, -2.19698, 1.71960], [-2.74058, 3.63784, 3.84405], [-4.36436, 1.49389, 0.46699], [-3.59892, 5.65109, -0.69571]],
  "charge": 2,
  "orbital_gap_ev": 6.29,
  "homo_ev": -13.796
}

{
  "formula": "C46H59BrN5OP2SSiV",
  "method": "ωB97M-V/def2-TZVPD",
  "elements": ["Br", "V", "S", "P", "P", "Si", "O", "N", "N", "N", "N", "N", "C", "C", "C", "C", "C", "C", "C", "C", "C", "C", "C", "C", "C", "C", "C", "C", "C", "C", "C", "C", "C", "C", "C", "C", "C", "C", "C", "C", "C", "C", "C", "C", "C", "C", "C", "C", "C", "C", "C", "C", "C", "C", "C", "C", "C", "C", "H", "H", "H", "H", "H", "H", "H", "H", "H", "H", "H", "H", "H", "H", "H", "H", "H", "H", "H", "H", "H", "H", "H", "H", "H", "H", "H", "H", "H", "H", "H", "H", "H", "H", "H", "H", "H", "H", "H", "H", "H", "H", "H", "H", "H", "H", "H", "H", "H", "H", "H", "H", "H", "H", "H", "H", "H", "H", "H"],
  "xyz": [[1.49068, -1.08066, -4.26918], [-0.59281, 0.05014, -1.62171], [0.50637, 2.41857, -0.11202], [-2.23398, -0.52940, 0.34088], [2.38715, 0.32402, -0.03007], [0.10845, -2.17341, -1.00177], [1.63571, 2.82673, 0.84941], [-5.85116, -0.71992, -4.78401], [-1.89473, -0.65796, -2.84112], [0.19340, 1.09737, -3.18282], [0.86411, 0.74224, -0.54916], [-2.85691, -3.96399, -5.57283], [2.00343, -2.33675, -1.03108], [5.82894, 2.69370, 0.00318], [1.56616, 1.62640, -5.06678], [-2.64087, -1.14817, -3.59380], [4.12791, -0.09491, 3.48528], [2.53002, -3.55481, -1.47120], [0.34672, -3.36776, 1.62357], [1.18426, 2.95988, -4.98720], [3.91569, 3.95448, -1.10764], [2.90363, -1.29283, -0.75018], [1.03260, 0.73991, -4.15405], [4.62385, 1.90648, 0.51971], [-3.92606, -1.27812, 0.27157], [-2.49432, 1.14251, 1.09508], [-3.36189, 1.38214, 2.33307], [-6.07799, -1.84154, 1.40153], [-0.17393, 2.38937, -3.12254], [3.42516, -0.90287, 2.39122], [-1.31110, -1.62941, 1.46664], [1.36098, 0.60933, 2.72535], [-4.56202, -1.67139, 1.60791], [-0.33714, -2.42970, 0.84409], [-3.11467, 2.80960, 2.85757], [3.73491, 1.45124, -0.63887], [2.15979, 1.39419, 3.75468], [-3.52598, -1.75592, -4.44290], [-2.99953, 2.04811, -0.05066], [-1.56560, -1.77526, 2.83234], [-0.56148, -3.68502, -1.90985], [-3.15608, -2.97324, -5.06777], [-3.56509, 3.37844, 0.46488], [-6.40676, -2.41478, 0.01504], [3.13720, 0.48263, 4.48538], [3.89017, -3.76943, -1.61952], [-5.27540, -3.31975, -0.45668], [-2.81885, 3.80139, 1.72380], [0.08926, -3.50831, 2.97606], [-0.86402, -2.70123, 3.58382], [0.28766, 3.34544, -4.00912], [2.20415, -0.21719, 1.73789], [-4.80552, -1.18139, -4.64022], [-3.96650, -2.52493, -0.62638], [5.42525, 3.88910, -0.88934], [4.27659, -1.53344, -0.86850], [4.76993, -2.75080, -1.30744], [3.38885, 2.61345, -1.60739], [4.97654, 1.04065, 1.08159], [0.70849, 1.28890, 2.18447], [-1.06490, -2.79734, 4.64249], [2.32193, 2.67579, -1.80914], [2.70121, 2.20567, 3.26125], [5.83781, -2.89373, -1.39793], [-0.05178, 4.36661, -3.91752], [-2.27949, 2.79821, 3.56109], [3.87242, 2.39039, -2.56621], [1.85256, -4.36202, -1.70831], [0.72312, -0.10726, 3.25571], [1.52830, -1.03485, 1.44587], [-6.47113, -2.49913, 2.18011], [-3.99465, 3.13692, 3.41534], [5.00447, -0.78416, -0.59131], [-0.16659, -3.76350, -2.92352], [2.24970, 1.27065, -5.82090], [-1.74636, 3.81704, 1.50937], [-6.54801, -1.60852, -0.70916], [0.63112, -4.24068, 3.56040], [2.57874, -0.33568, 4.95492], [-4.54136, -0.49128, -0.18192], [-4.41624, 1.25603, 2.07409], [-3.84126, -2.23562, -1.66365], [4.02372, 2.51494, 1.19910], [4.25705, -4.72587, -1.96649], [1.57689, 3.67967, -5.69170], [6.47243, 2.01326, -0.56191], [-6.57130, -0.87447, 1.52857], [4.15511, -1.21354, 1.64224], [-5.53550, -3.80321, -1.39898], [-4.62840, 3.26651, 0.69552], [3.65854, 1.01625, 5.28219], [6.41901, 3.03237, 0.85630], [-3.14161, 0.67956, 3.13215], [5.91386, 3.79213, -1.86309], [5.78126, 4.82553, -0.45768], [4.85399, -0.74367, 3.98093], [-4.38255, -0.94529, 2.39592], [-5.13535, -4.11864, 0.27660], [1.46498, 1.85859, 4.45778], [-3.09491, 4.81228, 2.02562], [-0.33987, -4.61309, -1.38040], [-3.49466, 4.13763, -0.31516], [-3.12454, -3.16947, -0.36458], [4.31515, 0.76268, -1.24916], [-4.11600, -2.61282, 1.93954], [3.39348, 4.21516, -0.18893], [-2.30621, -1.16397, 3.32367], [-1.47044, 1.46475, 1.33697], [1.11312, -3.98111, 1.16308], [3.68209, 4.73270, -1.83879], [-2.15762, 2.25128, -0.72123], [-0.90344, 2.65885, -2.36718], [3.05383, -1.82894, 2.84126], [-3.75746, 1.53749, -0.65365], [4.69165, 0.73164, 3.04982], [-7.34828, -2.96403, 0.04891], [-1.64126, -3.61079, -2.00051]],
  "s_squared": 2.08,
  "orbital_gap_ev": [5.66, 6.05],
  "spin_multiplicity": 3,
  "homo_ev": [-6.296, -6.451]
}